Record 1
Molecular formula: C16H30MnN2OP2
Method: DFT, ωB97M-V/def2-TZVPD

Geometry as ORCA input:
```
! RIJCOSX wB97M-V def2-TZVPD def2/J DEFGRID3
* xyz 0 4
Mn 0.0892 -0.3384 0.2752
P 2.4071 -0.1953 0.2785
P -2.4190 0.0778 0.5781
N -0.0114 0.2288 -1.3801
H 0.8365 -1.3203 1.5088
C 3.0381 -1.6356 -0.6494
H 4.1323 -1.6866 -0.5817
H 2.7311 -1.5323 -1.6989
H 2.5968 -2.5547 -0.2451
C 3.3553 -0.1382 1.8357
H 4.4336 -0.1224 1.6284
H 3.0978 -1.0192 2.4364
H 3.0601 0.7628 2.3895
C 3.1018 1.2341 -0.6491
H 4.1965 1.2585 -0.5549
H 2.6832 2.1656 -0.2465
H 2.8264 1.1636 -1.7093
C -3.5127 -1.1555 -0.2017
H -4.5596 -0.8235 -0.1741
H -3.3953 -2.1168 0.3138
H -3.1830 -1.2792 -1.2421
C -3.0259 0.2466 2.2963
H -4.1089 0.4270 2.2859
H -2.5049 1.0933 2.7620
H -2.7998 -0.6644 2.8640
C -2.9687 1.6461 -0.1927
H -4.0456 1.7830 -0.0309
H -2.7491 1.6189 -1.2664
H -2.4117 2.4767 0.2567
C -0.0218 1.2128 -2.2454
C 0.0002 1.9522 -4.5783
C -0.0368 0.9280 -3.6553
C -0.0023 2.5976 -1.8371
C 0.0219 3.6040 -2.7861
C 0.0292 3.2920 -4.1523
H 0.0064 1.7105 -5.6401
H -0.0637 -0.1274 -3.9326
H 0.0027 2.8134 -0.7634
H 0.0367 4.6426 -2.4520
H 0.0570 4.0952 -4.8911
C -0.0889 -2.4307 1.7297
O -0.9266 -2.1671 0.6946
C 0.5889 -3.7800 1.5244
H 1.1564 -4.0807 2.4105
H 1.2545 -3.7363 0.6586
H -0.1953 -4.5198 1.3207
C -0.6921 -2.2459 3.1224
H -1.7237 -2.6227 3.1319
H -0.6906 -1.1862 3.4026
H -0.1028 -2.7957 3.8659
N 0.2777 2.0699 2.4784
C 0.2223 1.1739 1.7074
*
```

Kohn-Sham gap (spin up / spin down) (eV): 7.06 / 7.21
Energy above the lowest of the compared OMol25 structures with the same formula, charge and spin (kJ/mol): 0.0
DFT total energy (a.u.): -2646.00791
HOMO level (spin up / spin down) (Eh): -0.2579 / -0.2886

---

Record 2
Molecular formula: C3H2Br2N2
Method: DFT, ωB97M-V/def2-TZVPD

Geometry as ORCA input:
```
! RIJCOSX wB97M-V def2-TZVPD def2/J DEFGRID3
* xyz 0 1
C -0.9642 -0.4861 0.1452
C -1.0299 0.4981 -0.7265
C 0.9085 -0.2751 0.4957
N 0.2036 1.1778 -1.0544
N 1.1265 0.8257 -0.3537
Br 1.2503 0.1719 2.2319
Br 1.8967 -1.7452 -0.1601
H -1.5554 -1.1365 0.7716
H -1.8361 0.9695 -1.3497
*
```

Kohn-Sham gap (eV): 9.37
Energy above the lowest of the compared OMol25 structures with the same formula, charge and spin (kJ/mol): 339.2
DFT total energy (a.u.): -5372.92944
HOMO level (Eh): -0.3652